{
  "formula": "C20H14N6O",
  "method": "wB97M-V/def2-TZVPD",
  "orbital_gap_ev": 8.40,
  "multiplicity": 1,
  "de_lowest_kcal_mol": 35.1,
  "e_homo_ev": -8.62,
  "smiles": "CC(=O)Nc1cccc(-c2ncccc2-c2ccc3ncc(C#N)n3c2)n1",
  "symbols": ["N", "O", "C", "N", "N", "N", "C", "C", "C", "C", "C", "C", "C", "C", "C", "C", "C", "C", "C", "C", "C", "C", "C", "C", "N", "N", "C", "H", "H", "H", "H", "H", "H", "H", "H", "H", "H", "H", "H", "H", "H"],
  "positions_angstrom": [[0.522, 4.868, -1.364], [-1.509, -1.584, -3.736], [1.045, 3.902, -1.745], [2.991, 0.748, -2.336], [-1.860, -0.294, 3.676], [-1.146, -1.194, 0.488], [-0.672, -2.152, -3.046], [2.427, 0.550, -1.098], [2.526, 2.043, -2.726], [2.729, -0.546, -0.140], [1.968, -0.611, 1.003], [0.998, 0.453, 1.312], [0.737, 1.530, 0.373], [1.624, 2.588, -1.788], [-1.237, -0.182, 4.822], [-1.813, -0.315, 1.284], [-1.192, -0.063, 2.533], [-1.428, -1.115, -0.859], [0.070, 0.347, 4.870], [-2.930, 0.485, 0.868], [-2.538, -0.385, -1.322], [-3.292, 0.410, -0.445], [0.782, 0.756, 3.776], [0.182, 0.479, 2.525], [1.517, 1.612, -0.812], [-0.580, -1.800, -1.697], [0.268, -3.055, -3.855], [2.839, 2.656, -3.582], [3.413, -1.324, -0.367], [2.177, -1.354, 1.741], [0.037, 2.348, 0.684], [-1.696, -0.532, 5.775], [0.401, 0.651, 5.830], [-3.511, 1.075, 1.587], [-2.813, -0.430, -2.370], [-4.233, 0.852, -0.888], [1.709, 1.021, 4.039], [0.139, -2.276, -1.133], [0.104, -3.995, -3.340], [-0.119, -3.248, -4.880], [1.365, -2.919, -3.657]],
  "mulliken_charge": [-0.510, -0.595, 0.016, -0.812, -0.607, -0.423, 0.745, 0.684, -0.673, -0.839, -0.503, 0.920, -0.433, 0.722, -0.326, 0.818, 0.153, 0.136, -0.523, -0.674, -0.359, -0.693, -1.052, 0.021, 0.422, -0.046, -1.132, 0.378, 0.516, 0.545, 0.355, 0.358, 0.390, 0.437, 0.479, 0.338, 0.584, 0.242, 0.335, 0.306, 0.300]
}



{
  "formula": "C20H15BBr2ClF2N3PtS",
  "method": "wB97M-V/def2-TZVPD",
  "orbital_gap_ev": [5.71, 8.16],
  "multiplicity": 3,
  "s2": 2.0262,
  "de_lowest_kcal_mol": 5.0,
  "e_homo_ev": [-5.48, -8.65],
  "symbols": ["Pt", "Br", "C", "C", "C", "N", "C", "C", "C", "C", "C", "Br", "C", "C", "N", "H", "H", "H", "H", "H", "H", "Cl", "C", "C", "C", "C", "C", "C", "C", "H", "H", "H", "H", "H", "H", "F", "B", "F", "S", "C", "C", "N", "C", "H", "H", "H"],
  "positions_angstrom": [[0.159, 0.111, 0.111], [-0.617, -0.809, 6.799], [-0.473, -0.475, 4.938], [0.330, 0.596, 4.492], [0.418, 0.781, 3.136], [-0.223, 0.036, 2.232], [-1.008, -1.018, 2.658], [-1.125, -1.274, 4.050], [-1.638, -1.813, 1.667], [-2.463, -2.937, 1.948], [-2.927, -3.700, 0.921], [-4.004, -5.218, 1.282], [-2.631, -3.386, -0.420], [-1.872, -2.257, -0.628], [-1.407, -1.493, 0.353], [0.858, 1.233, 5.185], [1.044, 1.577, 2.746], [-1.713, -2.106, 4.405], [-2.719, -3.191, 2.966], [-2.982, -3.996, -1.237], [-1.638, -1.937, -1.638], [1.560, 2.599, -0.478], [2.560, 1.721, -1.606], [3.839, 2.179, -1.857], [4.670, 1.432, -2.679], [4.209, 0.240, -3.215], [2.915, -0.189, -2.965], [2.041, 0.550, -2.166], [0.631, 0.118, -1.918], [4.185, 3.098, -1.405], [5.673, 1.781, -2.884], [4.859, -0.365, -3.835], [2.564, -1.124, -3.383], [0.461, -0.847, -2.393], [-0.052, 0.853, -2.360], [2.763, -0.780, 1.156], [1.741, -1.092, 0.350], [1.910, -2.257, -0.286], [-2.896, 3.721, 0.416], [-3.440, 2.736, -0.876], [-2.652, 1.639, -0.986], [-1.633, 1.574, -0.075], [-1.642, 2.598, 0.725], [-4.293, 3.018, -1.470], [-2.789, 0.838, -1.697], [-0.950, 2.749, 1.540]],
  "mulliken_charge": [1.120, -0.193, 0.088, -0.944, -0.308, 0.230, 0.974, -1.432, 0.865, -1.362, 0.108, -0.191, -0.947, -0.185, -0.066, 0.427, 0.489, 0.417, 0.451, 0.423, 0.367, -0.204, 1.017, -0.712, -0.357, -0.754, -0.435, -0.310, -1.181, 0.409, 0.375, 0.381, 0.374, 0.495, 0.522, -0.226, 0.525, -0.207, -0.140, -0.210, -0.849, 0.149, -0.084, 0.429, 0.377, 0.282]
}



{
  "formula": "C20H15BrClIrNO5",
  "method": "wB97M-V/def2-TZVPD",
  "orbital_gap_ev": [6.74, 6.74],
  "multiplicity": 1,
  "de_lowest_kcal_mol": 17.5,
  "e_homo_ev": [-11.88, -11.88],
  "charge": 1,
  "symbols": ["Ir", "O", "C", "C", "C", "C", "C", "C", "N", "H", "H", "H", "H", "H", "H", "H", "Br", "C", "C", "C", "C", "C", "C", "C", "O", "O", "H", "H", "H", "H", "Cl", "C", "C", "C", "C", "C", "C", "C", "O", "O", "H", "H", "H", "H"],
  "positions_angstrom": [[-0.064, -0.034, 0.048], [2.074, 0.111, 0.148], [2.608, 0.011, 1.461], [1.526, -0.005, 2.484], [1.790, 0.059, 3.840], [0.734, 0.082, 4.734], [-0.572, 0.015, 4.254], [-0.772, -0.092, 2.901], [0.265, -0.093, 2.040], [2.067, 1.133, -0.106], [3.285, 0.845, 1.656], [3.189, -0.910, 1.526], [2.817, 0.098, 4.178], [0.927, 0.161, 5.796], [-1.417, 0.041, 4.926], [-1.761, -0.183, 2.473], [1.606, 0.160, -4.381], [-0.265, 0.242, -4.137], [-1.109, 0.447, -5.214], [-2.482, 0.503, -4.999], [-3.008, 0.377, -3.722], [-2.148, 0.173, -2.652], [-0.790, 0.092, -2.870], [-2.706, 0.093, -1.256], [-3.785, 0.529, -1.003], [-1.891, -0.534, -0.366], [-0.694, 0.570, -6.205], [-3.145, 0.662, -5.839], [-4.072, 0.439, -3.545], [-0.082, -0.096, -2.047], [-0.958, 8.526, 0.212], [-0.516, 6.862, 0.113], [-1.388, 5.896, 0.596], [-1.029, 4.563, 0.527], [0.203, 4.206, -0.016], [1.071, 5.181, -0.500], [0.706, 6.513, -0.444], [0.630, 2.792, -0.069], [1.826, 2.506, -0.174], [-0.359, 1.929, 0.016], [-2.338, 6.197, 1.016], [-1.692, 3.792, 0.894], [2.023, 4.887, -0.918], [1.362, 7.284, -0.825]],
  "mulliken_charge": [1.009, -0.682, -0.577, 0.849, -0.952, -0.143, -0.768, -0.173, -0.047, 0.534, 0.390, 0.392, 0.449, 0.443, 0.425, 0.512, -0.152, -0.693, -0.349, -0.548, -0.637, 0.882, 0.230, 0.348, -0.518, -0.607, 0.421, 0.404, 0.480, 0.544, -0.176, 0.354, -0.728, -0.358, 0.218, -0.342, -0.711, 0.891, -0.747, -0.597, 0.430, 0.432, 0.443, 0.427]
}